Record 1
Formula: C2H13BN3Sn
Source: OMol25
Level of theory: the ωB97M-V functional and the def2-TZVPD basis

The geometry in XYZ format:
```
20
Properties=species:S:1:pos:R:3:forces:R:3:lowdin_charge:R:1
C -2.30897 0.76909 -2.06324 -0.283 0.741 -0.170 -0.117
Sn 0.06808 1.12232 -0.61899 1.295 -1.408 1.547 1.311
N 2.12582 -0.01823 0.34179 0.014 -0.090 -0.147 -0.032
N 0.79842 -0.69226 -1.97138 0.142 0.470 -0.494 -0.027
H 1.76121 -0.93352 0.65791 0.393 0.730 -0.075 0.059
H -1.76582 1.72090 -1.72397 -1.335 -1.168 -0.783 -0.073
H -3.38054 0.87109 -1.81034 0.616 0.026 0.009 0.065
H -1.94476 -0.15512 -1.58861 -0.116 0.239 -0.001 -0.012
H -2.22363 0.67403 -3.15822 0.112 0.136 0.447 0.054
H 1.03501 -1.57440 -1.51373 -0.211 0.224 0.003 0.081
H 1.66684 -0.29760 -2.35446 -0.304 -0.409 -0.018 0.068
H 0.20447 -0.90710 -2.77052 0.029 -0.086 0.033 0.077
H 2.89927 -0.17938 -0.31222 -0.140 0.081 0.508 0.064
H 2.50009 0.46699 1.16065 -0.051 -0.230 -0.124 0.072
B -0.15945 -0.08477 3.44858 0.069 0.156 1.485 -0.392
C -0.42722 -0.29365 1.97467 -0.633 -0.295 -0.937 -0.258
N -0.62136 -0.44754 0.82028 0.190 0.939 -0.106 -0.054
H -1.07161 0.57809 3.95136 0.356 -0.347 -0.482 0.042
H 0.88838 0.55396 3.50804 -0.118 -0.178 -0.187 0.027
H -0.04422 -1.17290 4.02240 -0.026 0.471 -0.509 0.046
```
Positions in Å, forces in eV/Å.

For the orbital gap, the calculation gives 8.518 eV. As for the LUMO energy: -4.507 eV. Its charge is +1. The value obtained for the electronic energy is -13255.8781 eV.

Record 2
Formula: C2H2N2OS
Source: OMol25
Level of theory: the ωB97M-V functional and the def2-TZVPD basis

The geometry in XYZ format:
```
8
Properties=species:S:1:pos:R:3:forces:R:3:lowdin_charge:R:1
N 1.57231 -0.42336 -0.09303 0.742 -0.092 -0.291 0.233
N 1.59774 -1.52023 0.11554 -0.385 2.604 -0.155 -0.328
O 1.53502 -2.63437 0.39956 0.165 -2.741 0.432 0.091
C -0.76211 1.45975 -0.26180 -0.754 0.244 -3.189 -0.106
C -1.10956 0.27391 0.14501 -0.550 0.662 -1.168 -0.832
S -1.60093 -1.12663 0.56279 -0.112 -0.615 0.355 0.778
H -0.40438 2.05736 0.50710 0.789 1.436 1.116 0.029
H -0.82810 1.91358 -1.37518 0.104 -1.498 2.899 0.133
```
Positions in Å, forces in eV/Å.

Its structure (SMILES) is N#[N+][O-].C=C=S. For the orbital gap, the calculation gives 8.520 eV. As for the LUMO energy: -0.165 eV. Its charge is 0. The value obtained for the electronic energy is -17965.5097 eV.

Record 3
Formula: C6H18BaN4O2
Source: OMol25
Level of theory: the ωB97M-V functional and the def2-TZVPD basis

The geometry in XYZ format:
```
31
Properties=species:S:1:pos:R:3:forces:R:3:lowdin_charge:R:1
Ba 0.09933 0.04148 0.10848 -0.702 -0.104 0.128 1.949
N -0.36708 1.87103 -1.98315 0.107 -0.060 0.047 -0.114
C -1.15157 1.27025 -3.08739 -0.300 -0.155 0.039 -0.228
C -2.23468 0.34260 -2.55295 0.069 0.066 -0.232 -0.193
N -1.75993 -0.84985 -1.82377 0.379 0.202 0.490 -0.287
C -2.88902 -1.45573 -1.08453 -0.053 -0.256 0.025 -0.194
C -2.48784 -2.35684 0.07694 -0.174 0.160 -0.218 -0.237
N -1.88292 -1.57514 1.18280 -0.024 -0.114 0.059 -0.145
C -1.12024 -1.84487 -2.70734 0.177 0.067 -0.117 -0.173
C 0.40052 -1.76285 -2.82504 -0.286 -0.071 0.030 -0.231
N 1.06949 -1.96725 -1.51810 0.071 0.031 -0.034 -0.127
H -0.89484 2.65091 -1.59757 -0.024 0.066 -0.061 0.090
H 0.46902 2.29804 -2.37268 0.005 0.076 -0.001 0.091
H -0.47717 0.74691 -3.76075 0.027 0.033 -0.017 0.108
H -1.66220 2.03242 -3.67906 0.106 0.033 -0.039 0.135
H -2.86582 0.04568 -3.40011 -0.095 0.012 0.088 0.144
H -2.85271 0.92551 -1.86509 -0.098 -0.041 -0.049 0.125
H -3.52015 -2.04276 -1.76227 -0.062 0.115 -0.014 0.146
H -3.50502 -0.64883 -0.68188 -0.063 -0.005 -0.072 0.127
H -1.77486 -3.12015 -0.23743 -0.002 -0.014 0.021 0.111
H -3.39468 -2.87034 0.40242 0.084 -0.103 0.044 0.135
H -1.56651 -2.22917 1.89548 -0.026 0.023 0.052 0.091
H -2.62248 -1.04536 1.63944 -0.033 -0.010 0.034 0.091
H -1.53199 -1.77097 -3.72039 -0.092 -0.091 0.045 0.144
H -1.36241 -2.83846 -2.32819 -0.059 -0.038 -0.099 0.124
H 0.72116 -0.79666 -3.21199 0.034 -0.023 -0.046 0.101
H 0.69266 -2.52713 -3.54823 0.130 0.090 -0.039 0.136
H 2.07277 -1.88591 -1.66548 0.048 -0.113 0.001 0.088
H 0.93120 -2.93007 -1.22241 0.000 -0.049 0.028 0.094
O 2.54523 1.05218 -0.23587 -0.059 0.723 -0.400 -0.196
O 3.47031 0.42484 0.16425 0.912 -0.450 0.308 0.097
```
Positions in Å, forces in eV/Å.

For the orbital gap (spin up / spin down), the calculation gives 7.728 / 7.767 eV. As for the LUMO energy (spin up / spin down): -8.764 / -8.721 eV. Its charge is +2. The value obtained for the electronic energy is -17246.7545 eV.

Record 4
Formula: C3H7NO2S
Source: OMol25
Level of theory: the ωB97M-V functional and the def2-TZVPD basis

The geometry in XYZ format:
```
14
Properties=species:S:1:pos:R:3:forces:R:3:lowdin_charge:R:1
C -0.23879 -2.06192 -0.07277 -2.029 -0.675 -0.988 -0.034
C -0.22448 -0.75509 0.04723 -1.813 2.289 1.326 -0.231
C -1.82561 0.84266 0.70924 1.418 -2.210 0.094 0.131
N 1.20389 1.38787 -0.94867 -0.009 -1.320 0.952 -0.084
O 1.35516 0.77214 1.40840 -0.059 -1.237 -0.087 -0.338
O 2.42915 -0.67883 -0.28372 1.215 -1.701 -0.404 -0.305
S 1.31625 0.07760 0.13779 -0.812 4.009 1.246 0.520
H 0.62554 -2.59016 -0.42485 0.622 -0.173 0.221 0.058
H -1.19162 -2.66092 -0.10627 1.026 0.787 0.407 0.086
H -2.23782 0.61853 1.73423 1.084 -0.039 -1.076 0.043
H -1.09781 1.67041 0.65648 -0.746 -0.467 -0.128 0.013
H -2.62416 0.68389 -0.02556 0.732 0.362 -0.085 0.016
H 2.15567 1.45167 -1.34760 -1.310 0.019 -0.590 0.078
H 0.35462 1.24216 -1.48392 0.680 0.356 -0.888 0.048
```
Positions in Å, forces in eV/Å.

For the orbital gap, the calculation gives 9.566 eV. As for the LUMO energy: -0.501 eV. Its charge is 0. The value obtained for the electronic energy is -19639.9974 eV.